166
Properties=species:S:1:pos:R:3 method="wB97M-V/def2-TZVPD" lumo_ev=0.0 homo_energy_ha=-0.270 charge=0 de_lowest_ev=0.319
Sc -0.0872 0.4075 -0.4901
C 3.0317 4.6623 1.4978
C 1.9357 3.7853 2.1267
C 2.1784 3.6960 3.6389
C 0.5704 4.3478 1.7684
C 0.0772 5.4022 2.5266
C -1.1281 6.0076 2.2187
C -1.8187 5.5921 1.0966
C -1.3452 4.5592 0.2919
C -2.0009 4.3302 -1.0515
C -3.5260 4.1969 -1.0316
C -1.6096 5.4874 -1.9864
C -0.1731 3.8759 0.6607
N 0.3753 2.7339 -0.0368
C 1.2996 3.1142 -0.9186
O 1.4132 4.2159 -1.4636
C 2.4264 2.1363 -1.0941
C 3.6343 2.7422 -1.3900
C 4.7859 1.9877 -1.3696
C 4.6523 0.6404 -1.1417
C 3.3963 0.0694 -0.9294
N 2.2689 0.8170 -0.8396
C 3.4640 -1.4435 -0.8296
O 4.5659 -1.9396 -1.1624
N 2.4297 -2.0742 -0.3458
C 2.7263 -3.4109 -0.0236
C 2.4390 -4.4610 -0.9216
C 2.6427 -5.7794 -0.5243
C 3.1598 -6.0844 0.7253
C 3.4909 -5.0513 1.5900
C 3.2795 -3.7220 1.2424
C 3.6660 -2.6289 2.2257
C 5.1823 -2.3879 2.1860
C 3.2325 -2.9459 3.6604
C 2.0653 -4.1358 -2.3622
C 3.3495 -4.0293 -3.1977
C 1.1215 -5.1441 -3.0163
H 4.0176 4.2088 1.6366
H 3.0320 5.6447 1.9779
H 2.8576 4.8138 0.4336
H 2.0085 2.7812 1.7089
H 2.4350 4.6736 4.0539
H 3.0147 3.0241 3.8437
H 1.3019 3.3263 4.1739
H 0.6441 5.7532 3.3819
H -1.5108 6.8130 2.8349
H -2.7287 6.1114 0.8162
H -1.5843 3.4141 -1.4383
H -4.0035 5.0551 -0.5528
H -3.8536 3.2964 -0.5102
H -3.8946 4.1524 -2.0608
H -2.0070 5.3239 -2.9931
H -0.5258 5.5726 -2.0477
H -2.0143 6.4301 -1.6042
H 3.6276 3.7982 -1.6083
H 5.7563 2.4398 -1.5337
H 5.4918 -0.0352 -1.1519
H 2.4238 -6.5874 -1.2136
H 3.3383 -7.1156 1.0084
H 3.9252 -5.2897 2.5548
H 3.1570 -1.7169 1.9124
H 5.7108 -3.2972 2.4883
H 5.4640 -1.5807 2.8696
H 5.5006 -2.1282 1.1786
H 3.8430 -3.7410 4.0952
H 2.1848 -3.2563 3.7051
H 3.3521 -2.0614 4.2912
H 1.5883 -3.1523 -2.3489
H 3.8619 -4.9963 -3.2211
H 4.0270 -3.2945 -2.7625
H 3.1181 -3.7298 -4.2253
H 1.5758 -6.1361 -3.0790
H 0.9068 -4.8310 -4.0417
H 0.1852 -5.2229 -2.4722
C -1.8714 -1.4343 -2.7760
N -2.1833 -0.5855 -1.6301
C -3.1964 0.4306 -1.8981
C -2.6049 1.4144 -2.8451
N -1.3701 1.7867 -2.7414
C -1.1339 2.6274 -3.8254
C 0.0192 3.3093 -4.2064
C -0.0449 4.0781 -5.3514
C -1.2234 4.1831 -6.1049
C -2.3789 3.5211 -5.7341
C -2.3065 2.7429 -4.5848
N -3.2325 1.9411 -3.9365
C -0.6277 -1.0058 -3.4671
N 0.3404 -0.3152 -2.9316
C 1.3116 -0.1979 -3.9382
C 2.5339 0.4713 -3.9916
C 3.2818 0.3813 -5.1494
C 2.8354 -0.3344 -6.2662
C 1.6057 -0.9618 -6.2563
C 0.8675 -0.8706 -5.0854
N -0.3832 -1.3533 -4.7531
H -2.7015 -1.4792 -3.4927
H -1.6989 -2.4418 -2.4037
H -2.4855 -1.1577 -0.8566
H -3.4196 0.9230 -0.9478
H -4.1189 0.0073 -2.3118
H 0.9134 3.2667 -3.5982
H 0.8310 4.6275 -5.6730
H -1.2313 4.8065 -6.9899
H -3.2942 3.6045 -6.3074
H -4.2014 1.8347 -4.1757
H 2.8874 1.0725 -3.1716
H 4.2396 0.8849 -5.1955
H 3.4569 -0.3822 -7.1510
H 1.2314 -1.4928 -7.1232
H -0.9760 -1.9179 -5.3338
C -0.5510 -6.6088 1.7448
N -0.8628 -5.3706 1.0658
C -0.1965 -4.1156 1.3436
C -0.6883 -3.2491 0.1815
O -0.4313 -2.0654 0.0340
N -1.4858 -4.0142 -0.6254
C -1.5131 -5.2289 -0.0924
N -2.2025 -6.2403 -0.6570
H -0.2619 -6.3822 2.7682
H 0.2779 -7.1337 1.2634
H -1.4278 -7.2566 1.7823
H 0.8874 -4.2147 1.3044
H -0.4778 -3.7232 2.3176
H -1.9855 -7.1867 -0.3971
H -2.4975 -6.0895 -1.6062
C -1.7387 2.8168 3.5499
C -2.8907 1.8982 3.1416
C -3.6075 2.5912 1.9698
C -3.8288 1.7693 4.3416
P -2.1234 0.3004 2.4284
N -1.5907 0.4334 0.9729
C -0.7654 -0.2552 3.6615
C -0.4210 -1.7151 3.3412
C 0.5065 0.5531 3.3493
C -1.0886 -0.1381 5.1515
C -3.5608 -0.9667 2.5286
C -3.9165 -1.4652 3.9308
C -4.8001 -0.3476 1.8655
C -3.2109 -2.1810 1.6701
H -2.1236 3.8264 3.7074
H -0.9949 2.8720 2.7625
H -1.2632 2.5050 4.4794
H -3.6622 3.6674 2.1509
H -4.6231 2.2258 1.8225
H -3.0329 2.4380 1.0572
H -4.1117 2.7797 4.6537
H -3.3444 1.2876 5.1930
H -4.7502 1.2346 4.1192
H -0.2654 -1.8361 2.2694
H -1.1927 -2.4044 3.6910
H 0.5110 -1.9839 3.8481
H 0.6676 0.6316 2.2755
H 1.3748 0.0469 3.7823
H 0.4730 1.5591 3.7531
H -1.9864 -0.6902 5.4269
H -1.2134 0.8947 5.4720
H -0.2531 -0.5585 5.7203
H -4.1729 -0.6567 4.6119
H -3.1045 -2.0430 4.3725
H -4.7853 -2.1282 3.8600
H -5.3000 0.3824 2.4962
H -5.5214 -1.1425 1.6488
H -4.5305 0.1310 0.9210
H -2.2941 -2.6574 1.9892
H -3.0955 -1.8944 0.6289
H -4.0215 -2.9149 1.7323

=====

177
Properties=species:S:1:pos:R:3 method="wB97M-V/def2-TZVPD" lumo_ev=1.7 homo_energy_ha=-0.164 charge=-1
C -5.1894 -0.0642 -5.1303
C -4.4391 1.0096 -5.9191
C -3.1381 1.4234 -5.2150
C -1.9721 0.4992 -5.5540
C -0.6910 0.8284 -4.7685
C -0.4947 -0.0701 -3.5354
C 0.9719 -0.2189 -3.0972
C 1.1863 -0.2161 -1.5773
C 0.9026 -1.5762 -0.9233
C -0.5633 -2.0233 -0.7901
P -1.7844 -0.8795 0.1860
C -2.4837 -2.4116 1.1666
C -3.7479 -2.1527 1.9978
C -5.0606 -2.5888 1.3377
C -5.1437 -4.0792 1.0078
O -5.3928 -4.3419 -0.3812
C -0.4465 -0.4985 1.5177
C -0.9738 0.2631 2.7361
C -1.0706 1.7790 2.4388
C -0.2139 2.6705 3.3568
N 0.7469 3.5380 2.6364
C 1.6337 2.7797 1.7547
C 0.1894 4.7110 2.1163
C 0.1462 4.9685 0.6266
O -0.2661 5.5612 2.8657
C -3.2324 -1.1244 -1.2073
C -4.2483 -0.0695 -1.2188
O -5.4473 -0.1852 -1.2046
Cl -3.6318 1.6472 -1.2756
H -5.5399 0.3563 -4.1863
H -4.5395 -0.9036 -4.8848
H -6.0605 -0.4237 -5.6774
H -4.1588 0.6029 -6.8967
H -5.0860 1.8714 -6.0816
H -3.2917 1.3930 -4.1335
H -2.8682 2.4499 -5.4758
H -2.2765 -0.5235 -5.3079
H -1.7854 0.5136 -6.6326
H 0.1952 0.7737 -5.4048
H -0.7721 1.8558 -4.4036
H -0.9349 -1.0527 -3.7188
H -1.0488 0.3547 -2.6957
H 1.3735 -1.1708 -3.4609
H 1.5437 0.5870 -3.5652
H 2.2593 -0.0270 -1.4285
H 0.6632 0.6115 -1.1011
H 1.4185 -1.6406 0.0375
H 1.4126 -2.3097 -1.5666
H -0.5490 -2.9931 -0.2846
H -0.9303 -2.2332 -1.7992
H -2.7318 0.0006 0.8990
H -1.3762 0.2862 -0.5872
H -1.6983 -2.7965 1.8221
H -2.7032 -3.2192 0.4632
H -3.8470 -1.1034 2.2868
H -3.6744 -2.7169 2.9363
H -5.2806 -2.0142 0.4365
H -5.8647 -2.3586 2.0439
H -5.9280 -4.5764 1.5884
H -4.2028 -4.5883 1.2176
H -5.9861 -3.6609 -0.7096
H 0.3288 0.1338 1.0734
H 0.0534 -1.4159 1.8450
H -1.9293 -0.1138 3.1018
H -0.2597 0.1309 3.5586
H -2.1129 2.0867 2.5531
H -0.8354 1.9547 1.3901
H -0.8496 3.3258 3.9521
H 0.3693 2.0803 4.0651
H 1.9566 1.8909 2.2962
H 1.1759 2.4360 0.8264
H 2.5176 3.3706 1.5161
H -0.8758 5.2549 0.3868
H 0.7727 5.8369 0.4161
H 0.4636 4.1454 -0.0018
H -3.7918 -2.0457 -1.0564
H -2.8042 -1.1463 -2.2132
N 5.2305 -0.3676 -1.1022
C 4.9575 0.2945 0.0601
C 5.9084 1.2700 0.2194
C 6.7880 1.1872 -0.8944
C 6.3410 0.1671 -1.6924
H 4.6884 -1.1307 -1.4671
H 4.1114 0.0193 0.6682
H 5.9661 1.9695 1.0381
H 7.6455 1.8113 -1.0887
H 6.7163 -0.2202 -2.6237
N -7.5974 0.2117 4.4483
C -7.5203 -0.0744 3.1105
C -6.6114 0.7800 2.5502
C -6.1208 1.6162 3.5902
C -6.7460 1.2420 4.7497
H -8.1887 -0.2612 5.1034
H -8.1133 -0.8621 2.6773
H -6.3236 0.8006 1.5111
H -5.3876 2.3985 3.4949
H -6.6545 1.6121 5.7564
N 6.1551 0.2428 3.5025
C 5.8015 1.3984 4.1425
C 5.8923 1.1770 5.4912
C 6.3185 -0.1670 5.6705
C 6.4714 -0.7151 4.4244
H 6.1761 0.1197 2.5046
H 5.5131 2.2755 3.5883
H 5.6739 1.8960 6.2626
H 6.4897 -0.6725 6.6058
H 6.7764 -1.7007 4.1177
N 9.8512 1.4134 0.9712
C 9.7082 2.2086 2.0730
C 10.8969 2.8575 2.2794
C 11.7929 2.4362 1.2596
C 11.1151 1.5466 0.4693
H 9.1324 0.8233 0.5893
H 8.7781 2.2434 2.6152
H 11.1017 3.5558 3.0730
H 12.8139 2.7511 1.1230
H 11.4206 1.0009 -0.4058
N 12.2020 -1.1225 -2.2389
C 10.9918 -1.7043 -1.9750
C 10.7894 -2.6899 -2.9060
C 11.9252 -2.7044 -3.7612
C 12.7791 -1.7282 -3.3216
H 12.6074 -0.3676 -1.7176
H 10.3815 -1.3705 -1.1531
H 9.9249 -3.3293 -2.9667
H 12.0945 -3.3556 -4.6017
H 13.7414 -1.4129 -3.6861
N -3.2555 7.1983 5.4699
C -4.5741 6.9107 5.7069
C -4.9240 5.8710 4.8882
C -3.7693 5.5191 4.1333
C -2.7556 6.3573 4.5121
H -2.7322 7.9211 5.9252
H -5.1457 7.4675 6.4296
H -5.8983 5.4160 4.8305
H -3.6920 4.7429 3.3901
H -1.7333 6.4210 4.1727
N 10.0843 0.1928 -5.0476
C 11.0028 0.7601 -5.8840
C 10.3225 1.4617 -6.8446
C 8.9356 1.3119 -6.5729
C 8.8237 0.5248 -5.4573
H 10.3022 -0.3838 -4.2520
H 12.0576 0.6160 -5.7254
H 10.7679 2.0199 -7.6508
H 8.1162 1.7330 -7.1306
H 7.9563 0.1751 -4.9247
N -9.8543 -2.5329 6.6348
C -11.0731 -3.0942 6.9050
C -11.2857 -4.0927 5.9944
C -10.1486 -4.1357 5.1411
C -9.2845 -3.1588 5.5603
H -9.4419 -1.7782 7.1502
H -11.6796 -2.7387 7.7197
H -12.1559 -4.7248 5.9454
H -9.9820 -4.8120 4.3183
H -8.3155 -2.8651 5.1910
N 0.2700 -2.8626 -6.2007
C 1.3543 -3.3388 -6.8851
C 1.8239 -4.4365 -6.2124
C 0.9893 -4.6266 -5.0754
C 0.0401 -3.6408 -5.1023
H -0.2742 -2.0591 -6.4580
H 1.6978 -2.8594 -7.7854
H 2.6729 -5.0340 -6.5000
H 1.0772 -5.3940 -4.3252
H -0.7740 -3.4228 -4.4316
N -10.4957 -2.9963 1.5696
C -10.6137 -3.8170 0.4819
C -10.7227 -3.0259 -0.6308
C -10.6652 -1.6734 -0.1965
C -10.5251 -1.6901 1.1651
H -10.4018 -3.3000 2.5227
H -10.6053 -4.8878 0.5905
H -10.8244 -3.3763 -1.6440
H -10.7135 -0.7919 -0.8129
H -10.4398 -0.8878 1.8779